Run w
The following is a DFT calculation (wB97M-V/def2-TZVPD) of a cluster of 4 separate species, C2H11O4 in total.

Structure (XYZ):
```
17
C2H11O4 | OMol25 | wB97M-V/def2-TZVPD
C 0.306 -1.139 0.859
O 0.697 -0.011 0.198
C -1.199 -1.154 1.232
H 0.827 -1.219 1.826
H 0.425 -2.036 0.218
H -1.855 -1.184 0.355
H -1.476 -0.238 1.762
H -1.389 -1.989 1.914
H -0.604 0.069 -2.423
H -0.335 0.396 -0.965
O -0.922 0.657 -1.731
H 1.985 -0.019 -0.787
H 2.090 0.221 -2.299
O 2.596 -0.110 -1.556
H 0.155 3.004 0.794
H -0.610 1.899 0.249
O -0.692 2.854 0.352
```

Computed properties:
LUMO level ... 4.152 eV
Net charge ... -1
Frontier orbital gap ... 8.367 eV

Mulliken atomic charge list, values in e, 6 entries: number 1, C, carries -0.286; number 2, O, carries -0.850; number 3, C, carries -1.105; number 4, H, carries 0.272; number 5, H, carries 0.225; number 6, H, carries 0.294

=====

Run x
The following is a DFT calculation (wB97M-V/def2-TZVPD) of a cluster of 4 separate species, C2H11O4 in total.

Structure (XYZ):
```
17
C2H11O4 | OMol25 | wB97M-V/def2-TZVPD
C 0.804 0.075 0.056
O -0.439 0.008 0.552
C 0.787 0.064 -1.592
H 1.459 0.928 0.385
H 1.576 -0.729 0.135
H 1.156 -0.869 -1.969
H -0.214 0.004 -1.864
H 1.310 0.914 -1.871
H 0.130 0.718 3.270
H -0.971 0.238 2.128
O -0.745 0.344 3.161
H -1.043 2.406 0.636
H -1.335 1.389 -0.362
O -1.413 2.417 -0.231
H 0.329 -2.355 -1.084
H -1.049 -2.525 -0.542
O -0.341 -3.029 -0.805
```

Computed properties:
LUMO level ... 4.082 eV
Net charge ... -1
Frontier orbital gap ... 8.058 eV

Mulliken atomic charge list, values in e, 6 entries: number 1, C, carries -0.533; number 2, O, carries -0.898; number 3, C, carries -1.236; number 4, H, carries 0.289; number 5, H, carries 0.344; number 6, H, carries 0.364

=====

Which one sits at the bottom of the stability order? run x does.